# 1
{"formula": "C11H14BN7SeZn", "method": "ωB97M-V/def2-TZVPD", "elements": ["H", "N", "B", "N", "C", "Zn", "H", "C", "H", "C", "H", "C", "H", "H", "H", "N", "N", "N", "N", "C", "C", "H", "H", "C", "C", "C", "C", "H", "H", "H", "H", "H", "Se", "C", "N"], "coordinates": [[-1.120984, 1.188078, 2.694614], [-0.900587, 0.147160, 0.813356], [-0.863930, -1.661865, -0.968237], [-1.234859, -1.121344, 0.425941], [-1.889539, -1.736830, 1.434072], [-1.034182, 1.812348, -0.471239], [-2.322985, -2.731364, 1.358833], [-1.872690, -0.869237, 2.514123], [-2.337339, -0.966429, 3.480943], [-1.216488, 0.273105, 2.123689], [-1.662901, -2.513047, -1.174778], [1.981436, 2.725537, 1.749833], [0.819956, 3.195543, 1.848413], [2.335766, 2.941812, 0.624780], [1.823820, 1.548265, 1.809282], [0.545746, -2.294591, -1.049042], [-1.164654, -0.615013, -2.084495], [1.600037, -1.445053, -1.024692], [-0.817406, 0.688673, -1.997898], [1.036093, -3.578375, -1.025126], [-1.918409, -0.754622, -3.181791], [0.372758, -4.439129, -1.135157], [-2.299582, -1.721254, -3.433821], [2.438433, -3.481049, -0.881408], [-1.951368, 0.475912, -3.835154], [2.713456, -2.083515, -0.909036], [-1.251203, 1.358486, -3.084189], [3.240747, -4.228912, -0.893497], [-2.462753, 0.764772, -4.729628], [3.674207, -1.601521, -0.762697], [-1.164507, 2.428214, -3.137147], [2.611104, 3.552695, 2.643057], [0.345760, 6.060609, 4.500941], [1.536512, 4.762414, 3.992743], [2.410533, 3.919525, 3.764413]], "atomic_forces_ev_per_a": [[0.3, 0.0, -0.3], [0.5, 0.7, 0.7], [0.0, -1.5, -0.4], [-0.5, 1.2, 0.1], [0.5, 0.4, 0.0], [1.1, -1.4, 1.8], [0.4, 0.3, -0.2], [-0.5, -0.4, 1.0], [0.1, -0.4, 0.0], [-0.7, -0.2, -1.2], [-0.2, -0.5, -0.1], [-2.6, -0.5, -3.5], [2.7, -1.1, -0.4], [-0.7, -0.4, 2.1], [0.7, 2.4, 0.3], [1.3, 0.2, -0.4], [-0.4, 1.4, 0.3], [-1.5, 2.6, 0.4], [1.1, 0.8, -0.2], [1.0, 0.1, 0.3], [0.9, 0.4, -0.1], [0.3, 0.4, 0.2], [-0.2, -0.2, -0.2], [-0.5, -0.2, -0.6], [-1.2, -0.5, -1.6], [0.0, -2.0, 0.3], [-0.2, -0.9, 1.2], [-0.9, 0.0, 0.1], [-0.2, -0.4, -0.3], [-0.3, 0.1, -0.3], [0.3, 0.1, -0.3], [-0.7, -2.3, -1.7], [1.0, -1.3, -0.7], [2.9, -2.2, 0.0], [-3.6, 5.3, 3.4]], "e_above_lowest_ev": 7.056}


# 2
{"formula": "C11H14CoN3OS2", "method": "ωB97M-V/def2-TZVPD", "elements": ["Co", "C", "S", "C", "S", "N", "N", "C", "C", "C", "C", "C", "C", "N", "H", "H", "H", "H", "H", "H", "H", "H", "C", "O", "C", "C", "H", "H", "H", "H", "H", "H"], "coordinates": [[-0.416897, 0.378177, -0.339217], [1.864543, 4.855002, -1.620844], [2.778778, 3.336465, -1.928471], [1.642482, 2.100407, -1.459208], [0.110416, 2.471954, -0.754726], [2.100460, 0.890976, -1.618804], [1.180789, -0.023486, -1.199468], [1.542758, -1.260351, -1.235117], [0.524320, -2.177519, -0.792944], [0.639465, -3.565083, -0.810190], [-0.435926, -4.334556, -0.416971], [-1.606369, -3.703925, -0.018585], [-1.632518, -2.322626, 0.009492], [-0.593156, -1.567336, -0.346734], [2.550249, 5.661423, -1.878076], [1.582679, 4.936310, -0.574692], [0.979829, 4.914595, -2.248923], [2.523783, -1.556373, -1.584775], [1.564733, -4.016169, -1.142561], [-0.370794, -5.414499, -0.426171], [-2.476736, -4.269237, 0.281115], [-2.505506, -1.781273, 0.350884], [0.098440, -0.552653, 2.567768], [-1.002634, 0.355153, 2.432524], [-1.332429, 0.801002, 1.235445], [-2.402494, 1.833617, 1.412351], [-0.245264, -1.571687, 2.400923], [0.449661, -0.438406, 3.590028], [0.877123, -0.292545, 1.852293], [-2.728659, 1.941383, 2.448372], [-3.248528, 1.584567, 0.769713], [-2.012584, 2.786684, 1.045560]], "atomic_forces_ev_per_a": [[-0.1, 0.1, 0.7], [0.0, 0.0, 0.0], [0.0, 0.0, -0.1], [0.0, 0.0, 0.3], [0.0, 0.1, -0.1], [0.1, 0.2, -0.2], [0.1, 0.1, -0.3], [0.1, -0.4, -0.1], [0.2, -0.3, 0.0], [0.1, 0.0, -0.1], [0.0, -0.1, 0.0], [-0.1, 0.0, 0.0], [-0.1, 0.0, 0.1], [-0.2, 0.0, 0.1], [0.0, 0.0, 0.0], [0.0, 0.0, 0.0], [0.0, 0.0, 0.0], [0.0, 0.0, 0.0], [0.0, 0.0, 0.0], [0.0, 0.0, 0.0], [0.0, 0.0, 0.0], [0.0, 0.0, 0.0], [0.0, 0.0, -0.1], [-0.1, 0.2, -0.1], [0.0, 0.0, -0.1], [0.0, 0.0, 0.0], [0.0, 0.0, 0.0], [0.0, 0.0, 0.0], [0.0, 0.0, 0.0], [0.0, 0.0, 0.0], [0.0, 0.0, 0.0], [0.0, 0.0, 0.0]], "e_above_lowest_ev": 0.222}


# 3
{"formula": "C11H14F3N", "method": "ωB97M-V/def2-TZVPD", "elements": ["C", "C", "C", "C", "C", "C", "C", "C", "C", "C", "C", "N", "F", "F", "F", "H", "H", "H", "H", "H", "H", "H", "H", "H", "H", "H", "H", "H", "H"], "coordinates": [[2.143520, 1.618946, 2.687599], [2.191148, 1.941073, 1.308666], [1.349710, 0.522412, 2.977407], [1.492347, 1.280097, 0.295289], [0.630644, -0.154680, 1.982318], [0.753328, 0.109660, 0.608355], [-1.198019, -1.008543, -2.522410], [-1.190119, 1.249384, -1.625905], [-0.288202, 0.002940, -1.805162], [0.069761, -0.575446, -0.423201], [0.090494, -2.089154, -0.362527], [-2.371777, -0.583789, 0.583283], [0.509145, -2.556688, 0.822607], [1.080770, -2.349276, -1.226879], [-0.935022, -2.869332, -0.622142], [2.666279, 2.265971, 3.226341], [2.736171, 2.806553, 1.203338], [1.281613, 0.371949, 3.983485], [1.551772, 1.486865, -0.774972], [-0.126302, -0.952046, 2.361566], [-1.829366, -1.607730, -1.941141], [-0.599075, -1.697669, -3.075921], [-1.932585, -0.383942, -3.110312], [-1.913645, 1.123013, -0.935939], [-0.611389, 2.125977, -1.208552], [-1.647219, 1.514340, -2.470760], [0.611864, 0.077787, -2.356269], [-2.076439, -1.503177, 0.916964], [-2.439409, -0.165493, 1.504875]], "atomic_forces_ev_per_a": [[-2.5, -2.9, -5.6], [-1.2, -1.0, 0.7], [0.1, 1.1, -1.8], [0.6, -0.7, 0.3], [-1.0, -1.8, 1.9], [0.3, 1.8, 1.0], [-0.5, 1.8, -1.5], [5.6, 1.2, 1.8], [-2.6, -1.0, 2.3], [-2.2, -0.6, -0.2], [1.5, 0.8, 1.1], [0.3, -0.7, 0.0], [0.4, -0.1, 0.7], [0.6, -1.2, -1.1], [-1.0, -0.2, -0.7], [1.9, 2.0, 3.2], [1.2, 1.9, -1.4], [-0.8, -1.3, 2.5], [0.3, 0.6, 0.5], [1.6, 1.4, -0.8], [-0.8, -0.3, 1.2], [0.1, -0.3, -1.0], [1.1, -1.1, -0.2], [-2.3, -1.1, 2.3], [-0.4, -0.7, -0.7], [-1.4, 1.2, -3.7], [0.9, 0.8, -0.8], [-0.1, -0.5, -0.4], [0.1, 1.0, 0.3]], "e_above_lowest_ev": 3.837}


# 4
{"formula": "C11H14N2", "method": "ωB97M-V/def2-TZVPD", "elements": ["C", "C", "C", "N", "C", "N", "H", "H", "H", "H", "H", "H", "C", "C", "C", "C", "C", "C", "C", "H", "H", "H", "H", "H", "H", "H", "H"], "coordinates": [[0.906709, -3.055913, 2.520961], [0.799961, -2.768484, 1.100012], [-0.087269, -1.931603, 0.378320], [0.004237, -2.310749, -0.998764], [0.921753, -3.310842, -0.995924], [1.553151, -3.513566, 0.195769], [0.073681, -2.764803, 3.059279], [1.898882, -2.671564, 2.844953], [1.118265, -4.130912, 2.620804], [-0.914839, -1.276784, 0.805898], [-0.576974, -1.795065, -1.569242], [1.167462, -3.948181, -1.875514], [-1.014611, 2.120253, -2.655597], [-0.663407, 2.092269, -1.246794], [0.636403, 1.953738, -0.849577], [1.047617, 2.257192, 0.386353], [0.079668, 2.361842, 1.482015], [-1.305789, 2.482672, 1.129147], [-1.647135, 2.244618, -0.186621], [-1.337327, 3.170363, -2.842412], [-1.640738, 1.319876, -3.059874], [-0.028975, 1.874167, -3.241134], [1.498833, 1.740042, -1.510026], [1.990564, 2.411459, 0.725753], [0.302917, 2.603997, 2.484963], [-2.118429, 2.412775, 1.878126], [-2.664604, 2.433213, -0.580878]], "atomic_forces_ev_per_a": [[3.4, -1.0, -0.4], [-1.2, 1.4, -3.3], [-0.1, -1.0, 1.4], [1.2, -0.6, 5.2], [2.2, -0.7, -0.1], [-3.0, 0.2, -1.8], [-1.3, 0.8, 1.4], [-0.8, 0.4, 0.5], [-0.7, 0.1, 0.0], [1.4, -0.8, -1.0], [-0.9, 0.3, -2.3], [-0.2, 1.1, 0.6], [2.0, -0.2, -2.5], [-1.7, -0.9, 3.2], [2.0, 0.2, -1.9], [-4.2, -0.1, 5.2], [-1.2, 1.2, -3.4], [1.1, -2.3, 0.6], [0.4, 1.2, -2.9], [-0.1, -1.0, -0.6], [-0.7, 0.5, 0.4], [-1.6, 1.0, 0.8], [-1.0, 0.2, -0.4], [3.1, -0.1, 0.2], [0.8, 0.0, 0.9], [0.7, 0.7, -0.3], [0.4, -0.4, 0.7]], "e_above_lowest_ev": 2.317, "smiles": "Cc1c[nH]cn1.Cc1ccccc1"}


Number 1: molecular weight 399.44 u, E_tot -136499.164 eV. Number 2: molecular weight 327.32 u, E_tot -77446.945 eV. Number 3: molecular weight 217.23 u, E_tot -21271.901 eV. Number 4: molecular weight 174.25 u, E_tot -14612.103 eV.